(1)
Entry from OMol25: the molecule C4H9NO (wB97M-V/def2-TZVPD).

Geometry as XYZ:
```
15
C4H9NO (wB97M-V/def2-TZVPD)
C -1.82782 0.30156 0.74207
C -0.97355 -0.22329 -0.38261
N 0.39341 -0.01826 -0.38028
C 1.01479 0.95913 0.48275
C 1.20504 -1.08450 -0.97147
O -1.44336 -0.97916 -1.21269
H -1.92785 -0.51785 1.44695
H -2.84480 0.46347 0.38949
H -1.42583 1.22673 1.14481
H 0.78798 1.96685 0.10914
H 0.70092 0.98590 1.52937
H 2.09847 0.93331 0.40128
H 1.42654 -0.87390 -2.01596
H 0.69536 -2.03743 -0.90052
H 2.12072 -1.10257 -0.38233
```

The calculation puts the LUMO energy at 0.875 eV. Its multiplicity is 1. The SMILES is CC(=O)N(C)C. The value obtained for the molar mass is 87.122 g/mol.

***

(2)
Entry from OMol25: a cluster of 2 separate species, C4H9NO in total (wB97M-V/def2-TZVPD).

Geometry as XYZ:
```
15
C4H9NO (wB97M-V/def2-TZVPD)
C 1.61248 -1.15945 -0.32206
C 0.21532 -0.58879 -0.45752
C -0.45652 -0.58162 -1.62769
C -0.33297 0.00046 1.67084
N -0.04044 0.38166 0.52241
H 1.67601 -2.09441 -0.91009
H 1.99218 -1.50226 0.66981
H 2.28672 -0.34957 -0.58045
H -1.28988 -0.03297 -1.69853
H 0.06408 -1.01953 -2.53641
H -0.59581 0.77782 2.40932
H -0.22263 -0.89444 2.22178
H -1.74993 1.61054 0.00324
H -1.18124 2.96815 0.35092
O -1.97739 2.48441 0.28443
```

The calculation puts the LUMO energy at 0.703 eV. Its multiplicity is 1. The SMILES is C=NC(=C)C.O. The value obtained for the molar mass is 87.122 g/mol.

***

(3)
Entry from OMol25: the molecule C4H9NO (wB97M-V/def2-TZVPD).

Geometry as XYZ:
```
15
C4H9NO (wB97M-V/def2-TZVPD)
C -1.48695 0.34775 1.51205
C -0.55980 1.20120 0.65841
N 0.19405 0.32389 -0.16407
C 1.40080 0.01365 -0.04772
O 1.90102 -0.83867 -0.96125
C 0.85697 -1.27324 -1.85828
H -0.89617 -0.26016 2.20529
H -2.19449 0.96046 2.07475
H -2.03980 -0.34191 0.86537
H 0.05585 1.87557 1.26865
H -1.14958 1.81893 -0.03016
H 2.12590 0.34575 0.71063
H 1.38079 -1.64679 -2.72460
H 0.15310 -0.48306 -2.14936
H 0.25831 -2.04337 -1.35970
```

The calculation puts the LUMO energy at 1.122 eV. Its multiplicity is 1. The SMILES is CC/N=C/OC. The value obtained for the molar mass is 87.122 g/mol.

***

(4)
Entry from OMol25: the molecule C4H9NO (wB97M-V/def2-TZVPD).

Geometry as XYZ:
```
15
C4H9NO (wB97M-V/def2-TZVPD)
C 0.39696 -0.68885 -2.10100
C 0.90754 -0.25673 -0.74279
O 1.42682 1.04329 -0.77938
C -0.18184 -0.33796 0.28972
C -1.08317 0.64630 2.19900
N -0.46602 0.72894 0.90146
H 1.19015 -0.61477 -2.84771
H 0.01997 -1.71622 -2.05307
H -0.42363 -0.01851 -2.37558
H 1.68346 -0.95271 -0.37341
H 0.83107 1.55596 -0.19756
H -0.59705 -1.32244 0.56241
H -0.23775 0.85115 2.86401
H -1.45162 -0.36685 2.41921
H -1.85472 1.39719 2.38785
```

The calculation puts the LUMO energy at 1.069 eV. Its multiplicity is 1. The SMILES is C/N=C/[C@@H](C)O. The value obtained for the molar mass is 87.122 g/mol.

***

(5)
Entry from OMol25: the molecule C4H9NO (wB97M-V/def2-TZVPD).

Geometry as XYZ:
```
15
C4H9NO (wB97M-V/def2-TZVPD)
C -0.71228 0.31911 -1.84029
C 0.23697 0.28925 -0.69775
C 0.48152 1.01108 1.87623
C 0.27738 -0.65378 0.24809
O 0.75669 -0.35060 1.49097
N -0.20036 -1.94613 0.05371
H -1.63918 -0.18996 -1.55610
H -0.33070 -0.12245 -2.76514
H -0.96980 1.36164 -2.05507
H 0.92675 1.10825 -0.56792
H 1.03003 1.15580 2.80585
H 0.80184 1.78861 1.16787
H -0.60095 1.15485 2.00963
H -0.07474 -2.26106 -0.89928
H 0.01683 -2.66463 0.72920
```

The calculation puts the LUMO energy at 1.028 eV. Its multiplicity is 1. The SMILES is C/C=C(\N)OC. The value obtained for the molar mass is 87.122 g/mol.

***

(6)
Entry from OMol25: a structure of composition C4H9NO (wB97M-V/def2-TZVPD).

Geometry as XYZ:
```
15
C4H9NO (wB97M-V/def2-TZVPD)
C -1.79882 0.44836 0.75696
N -0.92881 -0.15265 -0.29903
C -0.32577 1.03555 -0.90701
C -0.02868 -1.25317 0.05624
C 1.31578 -0.89191 0.17471
O 2.01921 0.27756 0.18868
H -2.63588 0.96530 0.35039
H -1.17040 1.07973 1.39532
H -2.01347 -0.41768 1.38016
H 0.22070 1.71949 -0.26706
H 0.39561 0.70543 -1.66104
H -1.12243 1.64891 -1.39273
H -0.45515 -2.13556 -0.47424
H 1.12119 0.16559 0.90007
H 2.00105 -1.77762 0.28549
```

The calculation puts the LUMO energy at 0.713 eV. Its multiplicity is 1. The value obtained for the molar mass is 87.122 g/mol.

***

(7)
Entry from OMol25: a cluster of 2 separate species, C4H9NO in total (wB97M-V/def2-TZVPD).

Geometry as XYZ:
```
15
C4H9NO (wB97M-V/def2-TZVPD)
C 1.56962 -2.87325 1.45954
C 1.14738 -2.37663 0.29930
N 1.02205 -1.00518 0.01531
H 1.47860 -2.29264 2.37058
H 2.03034 -3.84729 1.57284
H 0.95296 -3.08108 -0.49998
H 0.84557 -0.55945 0.91454
H 0.22395 -0.81615 -0.58049
C -2.31537 2.29681 -0.74583
C -1.07407 2.58720 -1.06037
O -0.05248 1.69742 -0.77489
H -3.11710 2.96246 -1.04473
H -2.64778 1.54524 -0.04588
H -0.74825 3.54377 -1.45281
H 0.68459 2.21877 -0.42713
```

The calculation puts the LUMO energy at 0.804 eV. Its multiplicity is 1. The SMILES is C=CN.C=CO. The value obtained for the molar mass is 87.122 g/mol.

***

(8)
Entry from OMol25: the molecule C4H9NO (wB97M-V/def2-TZVPD).

Geometry as XYZ:
```
15
C4H9NO (wB97M-V/def2-TZVPD)
C -0.37461 -0.46661 -0.34111
C -0.64273 1.05772 -0.22242
C 0.90225 1.14226 0.08890
C 0.87774 -0.24946 0.37971
H -1.71978 -1.97046 0.18845
H -2.43119 -0.38508 -0.41633
H -0.23806 -0.91658 -1.33656
H -1.19623 1.22185 0.77116
H -0.91393 1.84065 -0.85814
H 1.72799 1.26973 -0.72470
H 1.39082 1.78774 0.87405
H 0.51917 -0.29562 1.31722
H 1.95272 -2.00271 0.27836
N -1.76089 -0.95567 0.22774
O 1.90673 -1.07776 -0.22632
```

The calculation puts the LUMO energy at 0.796 eV. Its multiplicity is 1. The SMILES is N[C@H]1CC[C@@H]1O. The value obtained for the molar mass is 87.122 g/mol.

***

(9)
Entry from OMol25: a structure of composition C4H9NO (wB97M-V/def2-TZVPD).

Geometry as XYZ:
```
15
C4H9NO (wB97M-V/def2-TZVPD)
C -1.99571 0.01236 -0.04034
C -0.54725 -0.45199 0.08097
N 0.43490 0.54998 0.47792
C 1.39377 0.36346 -1.24945
C 1.20366 0.20543 1.59188
O 1.06011 -0.77253 2.29909
H -2.54814 -0.72758 -0.63660
H -2.05474 0.97465 -0.56151
H -2.49544 0.11075 0.92586
H -0.24290 -0.71360 -0.94101
H -0.43897 -1.37464 0.66187
H 0.49294 0.85052 -1.54891
H 1.55991 -0.64297 -0.92046
H 2.21126 0.64767 -1.94785
H 1.96661 0.96850 1.80854
```

The calculation puts the LUMO energy (alpha / beta) at -0.397 / -0.398 eV. Its multiplicity is 1. The value obtained for the molar mass is 87.122 g/mol.

***

(10)
Entry from OMol25: a cluster of 2 separate species, C4H9NO in total (wB97M-V/def2-TZVPD).

Geometry as XYZ:
```
15
C4H9NO (wB97M-V/def2-TZVPD)
C -1.01546 -0.61981 0.78485
N -0.29601 0.33349 0.23664
C -1.03268 1.49447 -0.28435
C 1.01603 0.28169 -0.10941
C 1.95810 -0.65592 0.42572
O 3.13422 -0.70780 0.09650
H -0.55595 -1.64836 -1.13818
H -2.06758 -0.45264 0.95875
H -0.54636 -1.53706 1.10522
H -1.92153 1.66601 0.32281
H -0.38878 2.37211 -0.24452
H -1.31861 1.28781 -1.31818
H 1.37782 1.08098 -0.73833
H 0.11831 -1.40719 -1.38503
H 1.58022 -1.34020 1.21670
```

The calculation puts the LUMO energy (alpha / beta) at 0.197 / 0.196 eV. Its multiplicity is 1. The value obtained for the molar mass is 87.122 g/mol.

***

(11)
Entry from OMol25: the molecule C4H9NO (wB97M-V/def2-TZVPD).

Geometry as XYZ:
```
15
C4H9NO (wB97M-V/def2-TZVPD)
C -1.56955 -0.87964 -0.19443
N -0.46913 -0.11741 0.39681
C -0.68887 1.30602 0.23793
C 0.82394 -0.51657 -0.13144
C 2.22330 0.01515 0.39718
O 3.13052 -0.15851 -0.37609
H -1.69159 -0.72292 -1.28593
H -2.51481 -0.58890 0.28273
H -1.43205 -1.95275 -0.02327
H -1.62343 1.59532 0.72991
H 0.13057 1.84562 0.72159
H -0.74133 1.62820 -0.82072
H 0.91506 -0.30682 -1.21757
H 0.89811 -1.61102 -0.05055
H 2.60924 0.46424 1.33386
```

The calculation puts the LUMO energy at 1.009 eV. Its multiplicity is 1. The SMILES is CN(C)CC=O. The value obtained for the molar mass is 87.122 g/mol.

***

(12)
Entry from OMol25: a cluster of 2 separate species, C4H9NO in total (wB97M-V/def2-TZVPD).

Geometry as XYZ:
```
15
C4H9NO (wB97M-V/def2-TZVPD)
C -1.91044 0.67288 0.39217
C -0.94807 0.48900 -0.77853
N 0.34804 0.00824 -0.34807
C 1.39924 0.73601 -0.19155
O 2.43572 0.15891 0.23934
C 1.47007 -1.60857 0.38409
H -1.52694 1.42458 1.09028
H -2.89792 0.99503 0.04398
H -2.02947 -0.26556 0.94367
H -0.83933 1.43704 -1.32647
H -1.36646 -0.23262 -1.49149
H 1.42429 1.81045 -0.41213
H 2.49839 -1.93306 0.26308
H 0.78326 -2.18541 -0.22539
H 1.15963 -1.50691 1.41701
```

The calculation puts the LUMO energy at 0.456 eV. Its multiplicity is 1. The value obtained for the molar mass is 87.122 g/mol.

***

(13)
Entry from OMol25: a cluster of 2 separate species, C4H9NO in total (wB97M-V/def2-TZVPD).

Geometry as XYZ:
```
15
C4H9NO (wB97M-V/def2-TZVPD)
C -1.80274 0.72617 1.38157
C -0.95054 -0.25435 0.63511
C -0.38966 0.07511 -0.56449
O -0.41967 1.03461 -1.34052
N 0.63214 -0.99070 -0.95647
C 1.48176 -0.73027 -1.87104
H -2.83460 0.37877 1.53055
H -1.38476 0.93490 2.37680
H -1.83975 1.66965 0.82794
H 1.61294 0.62861 1.00104
H -0.73520 -1.21922 1.08981
H 0.69497 -1.84847 -0.41699
H 2.28298 -1.42159 -2.10504
H 1.34554 0.23093 -2.36245
H 2.30661 0.78585 0.77416
```

The calculation puts the LUMO energy (alpha / beta) at -0.249 / -0.249 eV. Its multiplicity is 1. The value obtained for the molar mass is 87.122 g/mol.

***

(14)
Entry from OMol25: the molecule C4H9NO (wB97M-V/def2-TZVPD).

Geometry as XYZ:
```
15
C4H9NO (wB97M-V/def2-TZVPD)
C -1.00960 -1.14027 1.69134
C -0.23680 -1.03522 0.37936
C 0.04002 0.41430 -0.00431
C 0.88737 0.54265 -1.26154
O 1.51784 -0.38368 -1.73669
N 0.89682 1.78837 -1.82453
H -1.19594 -2.18510 1.96115
H -1.98152 -0.63626 1.62434
H -0.45531 -0.67663 2.51654
H 0.71660 -1.56893 0.44994
H -0.79585 -1.52357 -0.42755
H -0.90151 0.96510 -0.13776
H 0.58225 0.91732 0.81141
H 1.52313 1.94653 -2.59877
H 0.46218 2.58294 -1.38299
```

The calculation puts the LUMO energy at 0.904 eV. Its multiplicity is 1. The SMILES is CCCC(N)=O. The value obtained for the molar mass is 87.122 g/mol.

***

(15)
Entry from OMol25: the molecule C4H9NO (wB97M-V/def2-TZVPD).

Geometry as XYZ:
```
15
C4H9NO (wB97M-V/def2-TZVPD)
C 1.20312 -1.19596 -0.80634
C 0.09447 -0.91713 0.19165
O 0.70455 -0.71864 1.44609
C -0.77289 0.26717 -0.21264
C -1.60207 0.95332 0.79963
N -0.31541 1.61172 0.19965
H 1.78740 -2.06586 -0.49426
H 0.79819 -1.39469 -1.80468
H 1.87605 -0.33397 -0.86157
H -0.59112 -1.78172 0.21680
H 0.10736 -0.16034 1.96846
H -0.99524 0.25675 -1.28518
H 0.46054 1.68513 0.84895
H -2.44438 1.46199 0.30682
H -0.31057 2.33223 -0.51340
```

The calculation puts the LUMO energy at 0.702 eV. Its multiplicity is 1. The value obtained for the molar mass is 87.122 g/mol.

***

Let's list relative energy (zero: lowest compared OMol25 entry of this formula, charge and spin) in order: 21.65 71.72 41.55 37.44 47.56 133.29 65.54 101.04 104.67 92.61 50.73 90.61 82.68 0.95 90.76 kcal per mole.
Let's list largest force on an atom in order: 1.40 5.13 0.62 0.57 0.64 7.32 1.49 6.34 1.90 0.31 1.57 0.38 0.32 0.32 0.49 eV/A.
Let's list energy in order: -7831.3812 -7829.2100 -7830.5181 -7830.6962 -7830.2574 -7826.5398 -7829.4780 -7827.9383 -7827.7811 -7828.3038 -7830.1200 -7828.3909 -7828.7346 -7832.2787 -7828.3843 eV.